No. 1
DFT (the ωB97M-V functional and the def2-TZVPD basis) results for a cluster of 3 separate species, C26H55N6O2 in total.

The geometry in XYZ format:
```
89
Properties=species:S:1:pos:R:3
C -1.501 2.465 2.546
C -1.035 3.331 1.662
C 0.027 4.383 1.887
C 0.674 4.287 3.262
C -0.101 4.986 4.342
N -0.704 4.468 5.319
C -0.504 5.801 1.547
C -2.014 6.082 1.687
C -2.867 6.065 0.397
N -3.653 4.864 0.149
C 0.181 6.205 0.300
N -0.068 7.404 -0.260
N 1.031 5.326 -0.122
C 1.838 5.555 -1.307
C 1.100 4.152 0.761
C 1.203 2.801 0.108
C 2.485 2.547 -0.683
O 3.072 1.353 -0.167
C 3.557 0.562 -1.198
O 4.538 0.872 -1.867
H -2.168 1.676 2.257
H -1.267 2.501 3.590
H -1.423 3.264 0.662
H 1.626 4.810 3.179
H 0.904 3.259 3.502
H -0.136 6.066 4.265
H -0.577 3.455 5.316
H -0.050 6.478 2.271
H -2.145 7.030 2.192
H -2.415 5.333 2.356
H -3.572 6.882 0.476
H -2.288 6.258 -0.499
H -4.127 4.558 0.984
H -3.080 4.124 -0.220
H 0.748 7.951 -0.507
H -0.724 7.951 0.277
H 1.673 4.790 -2.051
H 2.887 5.535 -1.051
H 1.609 6.505 -1.757
H 2.056 4.260 1.282
H 0.365 2.619 -0.556
H 1.158 2.025 0.856
H 3.203 3.355 -0.578
H 2.280 2.437 -1.739
H 2.983 -0.352 -1.362
C 1.009 -1.036 0.755
C -0.048 -2.079 0.439
N -1.397 -1.552 0.529
C -2.419 -2.587 0.502
C -2.558 -3.421 -0.775
C -1.662 -0.372 -0.271
C -1.426 -0.453 -1.786
H 0.825 -0.583 1.731
H 1.998 -1.495 0.778
H 1.037 -0.244 0.007
H 0.045 -2.892 1.162
H 0.172 -2.519 -0.548
H -3.384 -2.130 0.738
H -2.213 -3.265 1.335
H -3.042 -2.868 -1.578
H -3.179 -4.295 -0.572
H -1.594 -3.785 -1.133
H -1.048 0.447 0.125
H -2.693 -0.060 -0.084
H -0.485 -0.949 -2.029
H -1.381 0.556 -2.207
H -2.230 -0.975 -2.299
C 1.411 -9.516 -2.599
C 1.815 -8.327 -1.740
N 1.389 -7.054 -2.290
C 2.004 -5.909 -1.644
C 1.678 -5.644 -0.167
C -0.029 -6.932 -2.570
C -1.012 -7.146 -1.411
H 1.770 -9.396 -3.622
H 1.845 -10.428 -2.191
H 0.330 -9.655 -2.627
H 2.905 -8.312 -1.675
H 1.445 -8.490 -0.715
H 1.758 -5.015 -2.226
H 3.088 -6.026 -1.739
H 0.675 -5.238 -0.037
H 2.378 -4.907 0.235
H 1.768 -6.544 0.441
H -0.281 -7.638 -3.365
H -0.204 -5.948 -3.013
H -0.762 -8.019 -0.808
H -2.017 -7.306 -1.808
H -1.060 -6.277 -0.757
```

The HOMO energy is -9.407 eV. As for the total charge: +1. The total energy is -1502.36114 hartree. The max |F| is 3.313 eV/Å. Its frontier orbital gap is 6.4 eV.

No. 2
DFT (the ωB97M-V functional and the def2-TZVPD basis) results for a structure of composition C26H56BF4N4O6Si4.

The geometry in XYZ format:
```
101
Properties=species:S:1:pos:R:3
C -4.097 1.096 4.028
C -3.782 2.434 4.626
O -4.520 3.369 4.598
O -2.588 2.471 5.277
C -1.429 2.954 4.573
C -1.681 3.459 3.167
C -0.366 3.985 2.584
C -0.542 4.731 1.258
C 0.495 4.347 0.188
Si 0.532 2.533 -0.266
C 1.314 2.278 -1.945
C 0.698 1.047 -2.626
C 1.561 -0.096 -2.932
O 0.556 -0.066 -1.799
O -0.941 1.842 -0.021
Si -2.357 2.146 -0.837
C -2.830 0.560 -1.689
C -3.662 -0.357 -0.766
C -3.560 -1.841 -1.152
C -2.477 -2.534 -0.326
C -3.028 -2.905 1.061
N -2.067 -2.947 2.160
N -3.600 2.433 0.388
C -3.857 3.532 0.816
O -4.118 4.575 1.214
B -2.268 3.691 -2.145
O -1.362 3.570 -3.195
N -3.143 4.821 -2.016
C -4.570 4.397 -2.037
C -2.880 5.905 -2.968
C 1.756 1.592 0.926
F 2.681 0.908 0.183
F 2.478 2.490 1.680
C 1.131 0.555 1.880
F 0.989 -0.580 1.175
F 1.969 0.331 2.919
H -4.731 1.241 3.155
H -3.192 0.555 3.760
H -4.636 0.493 4.760
H -0.981 3.741 5.182
H -0.720 2.122 4.527
H -2.443 4.239 3.132
H -1.996 2.615 2.542
H 0.329 3.153 2.489
H 0.081 4.662 3.318
H -0.453 5.802 1.458
H -1.548 4.603 0.849
H 0.249 4.892 -0.733
H 1.499 4.684 0.460
H 2.375 2.065 -1.805
H 1.247 3.123 -2.633
H -0.108 1.263 -3.336
H 1.238 -0.941 -3.525
H 2.539 -0.169 -2.472
H -1.910 0.026 -1.935
H -3.368 0.745 -2.624
H -3.254 -0.266 0.247
H -4.697 -0.013 -0.732
H -3.340 -1.934 -2.217
H -4.519 -2.321 -0.934
H -2.130 -3.433 -0.838
H -1.611 -1.874 -0.212
H -3.512 -3.881 0.996
H -3.789 -2.167 1.331
H -1.229 -3.444 1.879
H -1.744 -2.004 2.347
H -0.654 4.221 -3.238
H -5.082 4.931 -2.839
H -4.695 3.336 -2.252
H -5.071 4.644 -1.102
H -3.473 6.778 -2.692
H -1.832 6.198 -2.923
H -3.111 5.624 -4.000
H 0.164 0.846 2.292
C 2.596 -3.517 1.621
Si 3.741 -3.792 0.138
C 5.323 -2.804 0.523
C 2.902 -2.889 -1.321
N 3.973 -5.421 -0.085
Si 4.879 -6.208 -1.232
C 6.745 -5.823 -1.192
C 4.336 -5.909 -3.035
C 4.750 -8.084 -0.976
H 2.422 -2.453 1.795
H 1.636 -4.004 1.446
H 3.035 -3.946 2.524
H 5.093 -1.792 0.879
H 5.956 -2.701 -0.363
H 5.897 -3.315 1.299
H 2.023 -3.449 -1.650
H 3.583 -2.784 -2.171
H 2.574 -1.882 -1.032
H 6.954 -4.813 -1.557
H 7.319 -6.520 -1.816
H 7.117 -5.901 -0.168
H 3.254 -6.037 -3.122
H 4.817 -6.611 -3.728
H 4.589 -4.898 -3.367
H 3.707 -8.400 -1.055
H 5.114 -8.349 0.019
H 5.334 -8.646 -1.715
```

The HOMO energy is -3.621 eV. As for the total charge: -1. The total energy is -3277.35230 hartree. The max |F| is 2.590 eV/Å. Its frontier orbital gap is 5.0 eV.

No. 3
DFT (the ωB97M-V functional and the def2-TZVPD basis) results for a cluster of 4 separate species, C26H56BF6O9 in total.

The geometry in XYZ format:
```
98
Properties=species:S:1:pos:R:3
C -3.577 -1.722 -0.302
C -2.474 -0.658 -0.715
F -3.160 0.639 -0.801
C -1.293 -0.476 0.328
B -0.830 -1.848 1.109
C 0.754 -1.600 1.607
C 1.692 -2.551 0.739
C 3.260 -2.407 1.048
C 4.004 -1.556 -0.096
F 3.255 -0.440 -0.504
F 4.136 -2.450 -1.195
C 5.467 -1.102 0.325
F 5.547 -0.498 1.570
F 5.905 -0.156 -0.635
F 6.395 -2.151 0.269
H -3.338 -2.781 -0.646
H -4.533 -1.429 -0.870
H -3.857 -1.704 0.796
H -2.113 -0.900 -1.760
H -1.500 0.322 1.108
H -0.379 -0.116 -0.271
H -1.469 -2.083 2.090
H -0.817 -2.834 0.433
H 1.002 -0.495 1.407
H 0.821 -1.796 2.736
H 1.359 -3.634 0.896
H 1.520 -2.284 -0.361
H 3.722 -3.449 0.973
H 3.463 -2.008 2.088
C -4.415 -7.122 1.348
O -3.138 -7.728 1.242
C -2.306 -7.155 0.242
C -0.916 -6.810 0.775
O -0.858 -5.797 1.768
C -1.435 -6.078 3.044
C -0.773 -7.201 3.842
O -0.997 -8.473 3.238
C 0.161 -9.287 3.178
H -5.118 -7.618 0.672
H -4.763 -7.252 2.374
H -4.382 -6.049 1.137
H -2.758 -6.255 -0.185
H -2.204 -7.897 -0.560
H -0.335 -6.426 -0.070
H -0.387 -7.705 1.105
H -2.506 -6.233 2.950
H -1.314 -5.157 3.621
H -1.232 -7.237 4.839
H 0.291 -6.988 3.959
H 1.074 -8.701 3.029
H 0.051 -9.959 2.324
H 0.241 -9.896 4.088
C -2.863 5.146 -0.066
O -2.182 5.426 1.146
C -2.574 4.602 2.235
C -1.374 3.981 2.950
O -0.604 3.059 2.192
C 0.135 3.563 1.079
C 1.249 4.554 1.412
O 0.723 5.793 1.879
C 1.394 6.305 3.017
H -3.779 5.742 -0.122
H -2.208 5.430 -0.891
H -3.098 4.083 -0.172
H -3.248 3.804 1.909
H -3.119 5.238 2.944
H -1.767 3.409 3.798
H -0.737 4.747 3.391
H -0.541 3.958 0.325
H 0.606 2.685 0.629
H 1.807 4.771 0.491
H 1.934 4.105 2.133
H 1.747 5.510 3.683
H 0.682 6.918 3.574
H 2.230 6.944 2.706
C 1.724 1.726 -3.688
O 0.902 2.874 -3.830
C 0.776 3.646 -2.644
C 1.049 5.129 -2.890
O 2.377 5.468 -3.279
C 2.833 5.027 -4.559
C 2.100 5.611 -5.766
O 0.766 5.122 -5.851
C -0.193 6.126 -6.135
H 1.120 0.876 -3.361
H 2.153 1.498 -4.666
H 2.549 1.892 -2.989
H 1.445 3.283 -1.858
H -0.256 3.528 -2.290
H 0.879 5.648 -1.941
H 0.324 5.553 -3.584
H 2.864 3.941 -4.598
H 3.874 5.359 -4.623
H 2.617 5.285 -6.679
H 2.132 6.701 -5.721
H 0.068 7.090 -5.685
H -1.146 5.805 -5.710
H -0.318 6.231 -7.221
```

The HOMO energy is -4.939 eV. As for the total charge: -1. The total energy is -2325.24431 hartree. The max |F| is 2.795 eV/Å. Its frontier orbital gap is 7.4 eV.

No. 4
DFT (the ωB97M-V functional and the def2-TZVPD basis) results for a cluster of 8 separate species, C26H56N11O7S in total.

The geometry in XYZ format:
```
101
Properties=species:S:1:pos:R:3
N 4.769 -1.567 -1.552
C 3.880 -1.287 -2.684
C 2.452 -1.608 -2.387
N 1.565 -0.713 -1.999
C 0.365 -1.342 -1.807
N -0.737 -0.597 -1.381
C -0.571 0.099 -0.385
S -0.350 0.962 0.871
C 0.512 -2.656 -2.058
N 1.866 -2.799 -2.437
H 4.623 -2.537 -1.281
H 4.467 -1.037 -0.735
H 4.231 -1.886 -3.523
H 3.938 -0.236 -2.962
H 1.686 0.297 -1.837
H -0.231 -3.429 -1.979
H 2.353 -3.658 -2.674
C -5.004 2.654 3.549
C -3.763 2.223 2.803
O -2.802 1.727 3.377
N -3.741 2.411 1.462
C -4.759 2.987 0.596
H -4.859 2.438 4.603
H -5.180 3.723 3.426
H -5.879 2.109 3.194
H -2.883 2.096 1.036
H -5.062 2.263 -0.156
H -4.355 3.856 0.081
H -5.627 3.284 1.177
C 4.413 2.779 -1.443
C 2.913 2.787 -1.315
O 2.191 1.966 -1.902
N 2.351 3.719 -0.535
C 2.994 4.766 0.246
H 4.714 1.975 -2.107
H 4.767 3.722 -1.860
H 4.880 2.623 -0.470
H 1.344 3.665 -0.497
H 2.742 4.647 1.300
H 2.641 5.743 -0.083
H 4.071 4.724 0.130
C -6.211 3.228 -4.290
C -5.687 3.776 -2.983
O -4.767 3.240 -2.381
N -6.280 4.895 -2.494
C -7.375 5.656 -3.068
H -5.637 2.342 -4.540
H -7.263 2.956 -4.205
H -6.098 3.960 -5.090
H -5.887 5.216 -1.624
H -7.061 6.681 -3.267
H -8.220 5.684 -2.379
H -7.703 5.208 -3.999
C 1.679 -5.781 -0.768
C 3.180 -5.779 -0.672
O 3.854 -5.299 -1.584
N 3.758 -6.292 0.431
C 3.111 -6.884 1.589
H 1.404 -5.338 -1.718
H 1.258 -6.784 -0.722
H 1.258 -5.179 0.040
H 4.766 -6.249 0.418
H 3.372 -6.329 2.491
H 3.435 -7.917 1.714
H 2.033 -6.871 1.472
C -0.343 3.850 2.881
C 0.165 5.268 2.982
O 1.047 5.689 2.246
N -0.400 6.061 3.924
C -1.449 5.719 4.868
H 0.211 3.367 2.084
H -0.183 3.303 3.810
H -1.405 3.830 2.638
H -0.023 6.996 3.947
H -2.314 6.367 4.723
H -1.095 5.846 5.891
H -1.760 4.688 4.735
C 5.436 -3.354 1.682
C 5.511 -1.891 2.056
O 4.668 -1.085 1.681
N 6.549 -1.497 2.827
C 7.634 -2.302 3.360
H 4.552 -3.508 1.070
H 6.316 -3.656 1.112
H 5.359 -3.978 2.573
H 6.541 -0.512 3.041
H 7.638 -2.256 4.450
H 8.593 -1.932 2.997
H 7.525 -3.338 3.057
C -3.771 -5.894 -3.184
C -2.931 -5.837 -1.930
O -2.000 -6.604 -1.742
N -3.250 -4.890 -1.006
C -4.313 -3.902 -1.060
H -3.392 -6.695 -3.811
H -4.815 -6.099 -2.943
H -3.714 -4.955 -3.736
H -2.661 -4.909 -0.188
H -3.900 -2.893 -1.002
H -5.000 -4.038 -0.224
H -4.870 -3.994 -1.985
```

The HOMO energy is -11.173 eV. As for the total charge: +1. The total energy is -2551.40594 hartree. The max |F| is 0.977 eV/Å. Its frontier orbital gap is 9.0 eV. The value obtained for the energy above the lowest of the compared OMol25 structures with the same formula, charge and spin is 0.00 kcal/mol.

No. 5
DFT (the ωB97M-V functional and the def2-TZVPD basis) results for a structure of composition C26H56N2O3P2Re.

The geometry in XYZ format:
```
90
Properties=species:S:1:pos:R:3
Re 0.210 0.126 0.189
C 1.688 -0.292 -1.001
O 2.691 -0.494 -1.603
C -1.677 0.145 -0.278
O -2.852 0.230 -0.374
P 0.157 2.205 -1.015
C -0.302 2.157 -2.833
H -0.332 3.222 -3.095
C -1.141 3.413 -0.407
H -2.028 2.756 -0.364
C 1.754 3.163 -1.061
H 2.456 2.405 -1.454
C 1.458 -3.185 1.132
P 0.030 -2.244 0.355
H -0.700 -3.961 -1.171
H 2.289 -2.914 0.457
C -1.378 -3.142 1.226
H -1.058 -4.195 1.227
C -0.886 3.955 1.000
H -1.855 4.304 1.394
H -0.193 4.809 1.002
H -0.504 3.191 1.689
C -1.491 4.578 -1.339
H -0.687 5.320 -1.407
H -2.365 5.083 -0.903
H -1.770 4.274 -2.352
C 1.778 4.358 -2.017
H 1.405 4.139 -3.021
H 2.823 4.682 -2.129
H 1.220 5.218 -1.629
C 2.219 3.571 0.338
H 3.319 3.608 0.342
H 1.913 2.846 1.103
H 1.845 4.563 0.630
C 0.771 1.501 -3.694
H 1.779 1.904 -3.525
H 0.503 1.642 -4.752
H 0.835 0.423 -3.504
C -1.695 1.578 -3.100
H -1.726 0.487 -2.959
H -1.947 1.776 -4.155
H -2.478 2.027 -2.471
C 1.279 -4.712 1.092
H 0.818 -5.071 0.166
H 0.682 -5.079 1.939
H 2.272 -5.181 1.170
C 1.870 -2.750 2.547
H 1.264 -3.214 3.339
C -0.910 -2.135 -2.275
H 1.822 -1.663 2.675
H 2.915 -3.067 2.714
C 1.231 -3.434 -1.998
H -0.480 -1.112 -2.278
H -0.812 -2.500 -3.310
H -1.984 -2.067 -2.064
C -0.110 -3.046 -1.338
H 1.030 -3.662 -3.057
H 1.680 -4.324 -1.538
H 1.955 -2.607 -1.975
C -2.708 -3.044 0.489
H -3.042 -2.003 0.393
H -3.455 -3.597 1.075
H -2.675 -3.494 -0.509
C -1.547 -2.683 2.671
H -1.797 -1.614 2.721
H -0.661 -2.851 3.291
H -2.380 -3.247 3.116
H 0.275 -1.353 -4.396
H -0.098 -0.702 -4.356
C -1.414 1.269 3.545
N -0.048 1.490 3.996
C 0.117 2.396 5.110
C 1.406 2.109 5.833
C 2.551 2.146 4.858
N 2.246 1.353 3.687
C 3.368 0.939 2.866
C 0.995 1.165 3.227
O 0.838 0.624 2.060
H -1.464 0.374 2.917
H -1.823 2.129 2.993
H -2.031 1.100 4.434
H 0.125 3.439 4.748
H -0.740 2.270 5.772
H 1.375 1.136 6.339
H 1.562 2.863 6.618
H 3.469 1.757 5.315
H 2.750 3.194 4.569
H 3.384 1.440 1.891
H 4.285 1.215 3.396
H 3.345 -0.146 2.717
```

The HOMO energy (alpha / beta) is -20.880 / -21.020 eV. As for the total charge: +4. The total energy is -2118.83954 hartree. The max |F| is 7.165 eV/Å. Its frontier orbital gap (alpha / beta) is 5.8 / 4.5 eV. As for the spin multiplicity: 4.